DFT (ωB97M-V with the def2-TZVPD basis set) results for a single C3H6N2O2 molecule.

Its energy above the lowest of the compared OMol25 structures with the same formula, charge and spin is 108.9 kcal per mole. The lowest unoccupied orbital energy is 0.9 eV. Its HOMO-LUMO gap is 9.18 eV. As for the SMILES: C=C(N)O[C@@H]1NO1. For the HOMO energy, the calculation gives -8.33 eV.

Geometry (Å):
C 0.168 -0.716 1.728
C 0.486 -0.768 0.440
N 1.725 -0.540 -0.150
O -0.521 -1.004 -0.492
C -1.164 0.172 -0.810
N -0.400 1.262 -1.313
O -1.064 1.254 0.024
H 0.884 -0.365 2.459
H -0.839 -0.957 2.048
H 1.630 -0.311 -1.131
H 2.245 0.185 0.328
H -2.153 -0.039 -1.206
H -0.997 1.828 -1.925

Forces on atoms 1 to 6 (eV/Å):
0.181 -0.157 -0.010
0.066 0.139 0.402
-0.046 0.092 0.001
-0.029 0.043 0.141
-0.302 -0.202 -0.239
-0.020 0.092 -0.254

Electronic structure analysis, Löwdin charges in units of e: atom 1 (C): 0.059, atom 2 (C): -0.477, atom 3 (N): 0.127, atom 4 (O): 0.018, atom 5 (C): -0.446, atom 6 (N): 0.126, atom 7 (O): 0.003, atom 8 (H): 0.063, atom 9 (H): 0.070, atom 10 (H): 0.086, atom 11 (H): 0.100, atom 12 (H): 0.164, atom 13 (H): 0.107